Below is 12 unconnected molecules or ions with the total composition C45H123N9O12 in a non-equilibrium geometry, with properties calculated with wB97M-V/def2-TZVPD.

XYZ file:
```
189
Properties=species:S:1:pos:R:3:forces:R:3:lowdin_charge:R:1
C -3.41190 -3.27199 -5.79763 -0.8 0.9 -0.6 -0.0935
O -2.92389 -2.53374 -6.94498 0.5 -0.9 1.6 -0.2092
C -1.52276 -2.19272 -6.79597 -1.7 -0.2 -0.1 -0.2127
C -1.21640 -1.29892 -7.96835 2.0 0.1 0.5 -0.4202
C 0.29461 -0.84289 -7.78679 -1.2 0.7 -1.4 -0.0551
N -2.16223 -0.19074 -8.17550 -0.5 -0.8 0.6 0.0480
H -3.31995 -2.65442 -4.89280 0.3 -0.1 -0.1 0.0540
H -2.97539 -4.27226 -5.60442 0.1 0.5 -0.5 0.0854
H -4.49845 -3.35309 -5.97884 0.5 -0.3 0.1 0.0916
H -1.32165 -1.76836 -5.79874 -0.2 0.3 -0.2 0.1282
H -0.95864 -3.10653 -6.86451 0.5 -0.5 -0.1 0.1161
H -1.15612 -1.96761 -8.83225 -0.5 0.2 -0.2 0.1291
H 0.66079 -0.48894 -8.75965 -0.3 0.5 0.2 0.0718
H 0.94604 -1.68680 -7.66742 0.1 -0.6 0.8 0.0584
H 0.46183 -0.05315 -7.03784 -0.1 -0.4 -0.1 0.0744
H -1.78274 0.59120 -7.67575 0.1 0.6 0.2 0.0477
H -3.07810 -0.40335 -7.70791 1.2 0.0 -0.7 0.0852
C -1.52268 4.78205 -1.04875 -0.8 0.9 0.1 -0.1304
O -1.24900 4.08213 -2.22428 2.0 -0.4 0.4 -0.2034
C 0.19514 3.98198 -2.47621 -1.2 2.0 -0.6 -0.1344
C 0.40154 4.31576 -3.95638 0.5 0.0 0.4 -0.4613
C 0.05819 5.72600 -4.34897 -0.5 1.0 0.8 -0.0602
N -0.16653 3.37441 -4.89367 -0.4 -0.5 -0.2 0.0514
H -1.22739 5.83756 -1.08174 -0.1 0.0 -0.5 0.0694
H -1.10137 4.46778 -0.10042 0.5 -1.0 0.0 0.0621
H -2.59124 4.69419 -0.96332 -0.6 0.3 0.3 0.0872
H 0.77045 4.72256 -1.85073 -0.7 -0.7 -0.5 0.1191
H 0.53183 2.98748 -2.30143 0.2 -1.0 0.4 0.0991
H 1.47188 4.22064 -4.08356 0.6 0.0 -0.1 0.1317
H 0.58682 6.47185 -3.70685 -0.3 -0.6 -0.5 0.0826
H -1.01837 5.93846 -4.26269 0.2 -0.2 0.1 0.0818
H 0.29291 5.87144 -5.39044 0.3 0.1 -0.3 0.0689
H -1.16922 3.23105 -4.78378 0.1 0.3 0.2 0.0661
H 0.23937 2.47856 -4.68418 0.1 -0.5 -0.2 0.0625
C -4.47099 -2.74047 -1.83397 0.5 -1.1 0.1 -0.1426
O -4.64259 -1.38473 -1.60096 0.6 0.9 -0.8 -0.2123
C -3.89760 -0.67164 -2.62151 -3.3 2.5 1.1 -0.1667
C -3.94649 0.84005 -2.19290 0.4 0.5 0.3 -0.3887
C -5.30045 1.55772 -2.24354 0.0 -1.7 0.3 -0.0641
N -3.04212 1.62940 -3.05857 0.3 -1.0 -0.3 0.0487
H -4.58400 -2.97804 -2.90738 0.0 0.0 0.2 0.0720
H -5.24678 -3.32533 -1.29487 0.7 0.4 0.0 0.1005
H -3.41410 -2.98697 -1.53365 -0.9 -0.5 -0.2 0.0956
H -2.88914 -0.94254 -2.71655 1.4 -0.8 0.0 0.0813
H -4.46488 -0.79692 -3.56778 0.5 0.0 0.2 0.1311
H -3.61183 0.89960 -1.11736 0.1 -0.2 -1.1 0.1260
H -5.68430 1.42128 -3.23995 -0.4 0.3 -0.5 0.0714
H -5.11367 2.59192 -2.03378 -0.2 0.6 0.1 0.0673
H -6.02887 1.13199 -1.55028 0.0 0.1 0.1 0.0722
H -3.53943 2.01275 -3.85302 -0.2 -0.3 -0.1 0.0678
H -2.67644 2.44110 -2.61066 0.5 0.5 0.7 0.0245
C 2.88697 -2.59817 2.18001 -0.7 -2.1 0.4 -0.0491
O 2.97666 -3.19476 3.52277 -0.1 1.4 -1.0 -0.2194
C 2.96078 -4.59759 3.56238 0.1 -0.7 -0.4 -0.2344
C 3.15886 -5.08502 5.01882 -1.0 -0.1 -1.5 -0.4617
C 4.49732 -4.71361 5.59868 1.2 0.9 -3.1 -0.0511
N 2.86436 -6.51736 5.01517 0.2 0.1 -0.3 0.0377
H 2.06122 -3.06588 1.57965 0.4 0.3 0.6 0.0942
H 3.80485 -2.81263 1.62797 0.2 0.3 0.1 0.0754
H 2.66102 -1.54724 2.25442 0.2 0.3 0.3 0.0698
H 2.00286 -4.96348 3.10935 0.6 0.0 0.6 0.1207
H 3.78730 -5.05626 2.96833 -0.2 0.4 0.0 0.1311
H 2.32619 -4.70745 5.54971 -0.7 1.0 0.9 0.1046
H 4.49441 -4.81944 6.63059 0.2 -0.4 2.0 0.0417
H 4.84709 -3.63047 5.35720 -0.7 -1.9 0.2 0.1139
H 5.17389 -5.47093 5.08854 -0.1 1.1 0.9 0.0978
H 2.71339 -6.84210 5.95681 0.1 -0.2 0.1 0.0711
H 3.62479 -7.02882 4.58612 0.1 -0.3 0.2 0.0669
C 0.09031 8.28340 -1.14015 0.8 0.1 1.5 -0.0915
O 0.97031 7.16645 -1.12471 -0.8 0.0 -0.9 -0.2212
C 1.85173 7.03254 -0.06177 1.1 1.1 1.0 -0.2421
C 1.42985 5.98780 0.94621 -2.2 -0.8 -1.9 -0.4509
C 0.09051 6.34663 1.70386 2.7 0.9 -0.6 -0.0224
N 2.55736 5.84082 1.80684 0.9 -1.4 2.4 0.0504
H -0.29673 8.47918 -0.12344 0.2 0.0 -0.2 0.0832
H -0.78388 8.04155 -1.72557 0.1 0.1 -0.6 0.0781
H 0.65907 9.17664 -1.44078 -0.5 -0.1 -0.3 0.0950
H 2.84944 6.73340 -0.46063 -0.6 0.2 0.1 0.1339
H 2.01277 7.98130 0.53935 -0.2 -0.6 -0.9 0.1418
H 1.10717 5.10723 0.27087 0.8 0.5 1.1 0.1224
H 0.29756 7.30781 2.19541 -0.6 -0.2 0.1 0.0889
H 0.02869 5.56085 2.38870 -0.4 -1.1 1.7 0.0348
H -0.82374 6.33014 1.14015 -0.1 0.3 -0.6 0.0547
H 2.37412 5.36800 2.72907 -0.4 0.8 -1.3 0.0774
H 3.34108 5.27062 1.43949 -0.9 0.6 -0.4 0.0578
C 2.15335 4.46056 5.68575 -0.7 0.5 -0.3 -0.0923
O 1.51101 3.77626 4.64767 0.6 -0.1 -0.7 -0.2149
C 0.28535 3.22048 4.99623 -0.3 -0.8 1.0 -0.2362
C -0.14499 2.17428 3.97817 0.2 2.6 -1.0 -0.4472
C -1.54182 1.75622 4.33016 0.1 -2.3 -1.6 -0.0507
N 0.77125 1.05898 3.83409 0.9 1.8 -0.9 0.0817
H 2.20924 3.85764 6.55896 0.3 -0.7 0.9 0.0787
H 1.60851 5.35507 5.96276 -0.2 0.4 0.0 0.0925
H 3.12385 4.74391 5.34600 0.7 0.1 -0.2 0.0775
H 0.35727 2.75049 6.00450 -0.1 0.2 -0.3 0.1414
H -0.49927 3.97818 5.02112 -0.1 0.3 0.2 0.1298
H -0.14414 2.86634 3.02883 -0.2 -1.7 1.0 0.1499
H -1.75153 0.89563 3.61183 -0.3 1.1 0.8 0.0907
H -2.25255 2.55020 4.18053 -0.4 0.2 0.0 0.0782
H -1.61094 1.31965 5.32906 0.0 0.3 0.1 0.0767
H 0.55541 0.36159 4.50377 0.2 -0.8 1.1 0.0455
H 1.71014 1.48944 3.97785 -0.8 -1.1 0.0 0.0953
C -4.31398 2.11974 1.71717 1.2 0.4 -0.4 -0.1281
O -3.86896 0.80052 1.85043 -1.1 -1.2 0.1 -0.2422
C -4.99790 -0.12316 1.73818 1.3 -0.1 -0.4 -0.1517
C -4.60634 -1.44360 2.43563 -2.7 0.9 2.0 -0.4522
C -4.46756 -1.13159 3.94626 -0.6 -0.3 -0.6 -0.0499
N -3.43155 -2.03650 2.01323 2.4 -1.2 -1.2 0.0633
H -3.35602 2.70640 1.54509 -1.4 -0.2 0.0 0.1013
H -4.82664 2.45325 2.62002 0.0 0.2 0.2 0.0841
H -5.04613 2.18582 0.89608 0.4 0.4 -0.1 0.0822
H -5.88997 0.35008 2.12769 -0.3 0.0 0.5 0.1139
H -5.17481 -0.28895 0.67950 0.0 -0.1 -0.4 0.0996
H -5.42926 -2.19938 2.33910 0.4 0.7 -0.3 0.1502
H -4.30063 -2.01926 4.55637 0.1 0.1 -0.2 0.0651
H -5.28538 -0.55473 4.37204 -0.3 -0.1 -0.2 0.0808
H -3.63377 -0.48112 3.94621 1.2 0.6 0.6 0.0368
H -2.55592 -1.50937 2.12505 -0.7 0.0 -0.1 0.0715
H -3.49618 -2.36026 1.05413 0.2 0.1 0.1 0.0668
C 3.83879 1.12676 -1.78006 -1.1 -0.5 -0.3 -0.0838
O 3.67064 -0.08161 -2.50458 -0.6 0.9 -0.1 -0.1739
C 3.24633 -1.19601 -1.77337 3.0 -0.7 -0.7 -0.2144
C 3.53594 -2.40133 -2.68662 0.7 1.4 -0.1 -0.4616
C 2.61888 -2.41183 -3.92389 -0.2 -0.3 0.2 -0.0478
N 3.36159 -3.57244 -1.88461 0.0 -1.2 0.9 0.0318
H 4.61640 1.04986 -1.06261 1.1 -0.2 0.6 0.0615
H 2.95666 1.45279 -1.21070 -0.2 -0.2 -0.3 0.0800
H 4.07039 1.87295 -2.51258 0.2 0.5 -0.3 0.0888
H 3.90544 -1.27064 -0.87713 -0.5 -0.1 -0.1 0.1297
H 2.23280 -1.25359 -1.52215 -1.8 0.5 0.6 0.0900
H 4.60220 -2.31023 -2.97269 -0.4 0.2 -0.3 0.1410
H 1.55055 -2.14386 -3.59475 1.4 -1.0 -0.6 0.1003
H 2.79286 -3.43570 -4.34354 -1.0 0.7 0.1 0.0842
H 2.88243 -1.70683 -4.73639 0.1 -0.2 0.7 0.0741
H 3.74255 -4.40989 -2.32730 -0.5 0.1 0.0 0.0722
H 3.90447 -3.48172 -1.02046 -0.3 0.0 -0.3 0.0691
C -0.79533 -6.77325 -3.97431 -1.5 -0.2 -1.9 -0.1603
O 0.15143 -5.82470 -3.66857 0.9 0.8 0.8 -0.2099
C 0.36675 -5.49561 -2.30079 0.1 -0.9 -0.7 -0.1791
C 1.09288 -6.66987 -1.54331 -0.7 1.1 0.0 -0.4262
C 1.21428 -6.18271 -0.11255 2.3 0.0 0.4 -0.0829
N 2.40143 -6.84437 -2.15112 0.6 -0.1 0.3 0.0378
H -1.68997 -6.92147 -3.31339 0.8 0.6 -0.1 0.1042
H -0.39235 -7.76184 -4.18261 0.4 -0.3 0.3 0.0737
H -1.12439 -6.39358 -4.97527 -0.5 -0.7 0.7 0.0919
H 0.97304 -4.59908 -2.33735 0.6 -0.1 0.2 0.0928
H -0.59091 -5.13453 -1.90764 -0.1 -0.7 0.6 0.1211
H 0.49263 -7.61093 -1.64254 0.1 0.7 0.4 0.1394
H 0.25631 -5.89896 0.24638 -0.8 0.4 0.6 0.0608
H 1.97544 -5.33609 -0.03237 -1.3 -0.7 -0.5 0.0833
H 1.66092 -6.91757 0.57759 -0.4 -0.2 -0.3 0.0754
H 2.97699 -7.57768 -1.71771 -0.6 0.4 -0.1 0.0869
H 2.25073 -7.09756 -3.10790 0.2 -0.1 -0.6 0.0609
C -0.45944 -3.75224 5.09378 -0.8 -0.1 -1.1 -0.0424
C -0.57444 -2.22697 5.10242 -0.2 -1.4 -1.4 -0.5059
C -1.69197 -1.89106 6.02890 1.1 1.5 2.1 -0.0631
O 0.69047 -1.69518 5.49483 0.8 -0.1 -0.3 -0.0714
H -0.29106 -4.05228 6.11976 0.6 -0.2 0.2 0.0802
H 0.29914 -4.11375 4.37693 -0.2 0.1 0.5 0.0679
H -1.42106 -4.23456 4.82192 0.4 0.4 -0.1 0.0929
H -0.82620 -1.79374 4.12323 0.1 -0.4 -0.2 0.1205
H -2.67993 -2.28548 5.82486 0.3 -0.3 -0.3 0.0639
H -1.76825 -0.80336 6.09544 -0.3 0.1 0.0 0.0625
H -1.32701 -2.18621 7.03731 -0.6 -0.1 -0.3 0.0997
H 1.39890 -2.15367 4.95296 -1.1 0.6 0.8 0.0969
C 4.83920 2.98296 2.73670 0.0 1.0 0.0 -0.0356
C 4.06521 2.67920 1.44992 1.2 1.1 -0.4 -0.4452
C 2.57991 2.67499 1.55619 -1.2 -1.4 1.3 -0.0674
O 4.42169 3.71460 0.48854 0.0 0.0 0.1 -0.0802
H 4.65533 2.26957 3.49830 -0.5 -0.9 0.8 0.0623
H 4.52170 3.97390 3.15459 0.2 -0.7 -0.5 0.0888
H 5.94603 2.99787 2.66307 -0.6 0.0 -0.5 0.0900
H 4.33936 1.74035 0.99570 0.6 -0.5 0.1 0.1051
H 2.18149 3.19481 2.40463 0.2 0.8 0.5 0.0384
H 2.16971 1.66365 1.77576 0.5 0.3 -0.6 0.0771
H 2.07999 3.08489 0.70611 -0.1 0.1 -0.8 0.0678
H 5.30337 4.04244 0.71261 -0.2 -0.2 -0.2 0.0881
C -0.73493 -1.02261 -0.60653 -1.1 1.1 0.0 -0.0393
C -0.17952 -0.02582 0.49168 0.4 0.2 -3.5 -0.4965
C -0.98662 1.25441 0.30075 0.5 1.2 -0.2 -0.0472
O -0.32991 -0.63480 1.69761 -0.6 -1.3 1.3 -0.0514
H -0.29577 -2.00869 -0.57611 0.1 -0.4 0.4 0.0570
H -0.49592 -0.64096 -1.61736 -0.2 0.1 0.4 0.0746
H -1.89333 -1.07629 -0.52296 1.9 0.0 0.0 0.0904
H 0.90002 0.20101 0.22248 -0.8 -0.4 0.5 0.1293
H -0.69809 2.10040 0.96384 -0.1 -0.6 -0.2 0.0709
H -2.02223 1.02900 0.43781 -0.7 -0.1 0.5 0.0339
H -0.94637 1.65250 -0.73534 0.4 -0.4 0.4 0.0784
H 0.24127 -0.28053 2.38110 0.3 0.8 0.3 0.0347
```
Forces are in eV/Å.

## Properties
**Energy above the lowest of the compared OMol25 structures with the same formula, charge and spin**: 261.9 kJ/mol
**SMILES**: COC[C@H](C)N.COC[C@H](C)N.COC[C@H](C)N.COC[C@H](C)N.COC[C@H](C)N.COC[C@H](C)N.COC[C@H](C)N.COC[C@H](C)N.COC[C@H](C)N.CC(C)O.CC(C)O.CC(C)O
**E**: -86633.4657 eV
**Orbital gap**: 9.15 eV
**LUMO**: 0.48 eV